(1)
Density functional theory data (ωB97M-V with the def2-TZVPD basis set) for a structure of composition C20H31Cl2N4O3Yb at a distorted geometry.

Structure (XYZ):
```
61
Properties=species:S:1:pos:R:3:mulliken_spin:R:1
C 1.79 5.41 -2.66 0.000
C 0.15 -0.39 -2.96 0.001
H 0.98 6.99 -1.45 0.000
C 3.66 -2.94 -0.50 0.000
C 1.96 -0.35 3.75 0.000
H -0.55 -1.22 -2.71 0.000
C 1.13 5.91 -1.54 0.000
H 2.44 1.75 3.63 0.000
H 2.10 -4.82 -1.81 0.000
H -3.96 -3.97 2.69 0.000
C 1.44 3.17 -1.83 0.000
H -3.20 1.20 -1.66 0.000
H -2.98 -0.10 2.14 0.000
C 1.73 0.81 1.87 0.000
C 1.74 -4.49 -0.83 0.000
H -1.07 2.35 -1.19 0.000
C 1.47 -1.16 2.75 0.000
O 0.11 -2.24 -0.57 -0.001
C -1.10 1.47 -1.82 0.000
H 2.21 -0.58 4.78 0.000
O 2.81 1.25 -1.54 0.001
H 2.19 6.06 -3.44 0.000
H 1.81 1.50 -3.17 0.000
C 1.36 -2.11 -0.52 -0.001
C 1.73 1.68 -2.06 0.000
H -5.43 -1.43 3.93 0.000
H 1.74 1.66 1.20 0.000
H 0.65 -4.49 -0.81 0.000
C 0.64 5.05 -0.55 0.000
H 3.87 -1.89 -0.24 0.000
H 1.83 -1.11 -0.46 0.000
H 2.14 -5.17 -0.08 0.000
H 2.47 3.58 -3.66 0.000
H 0.11 5.42 0.32 0.000
Cl -1.54 1.69 1.30 0.000
H 4.09 -3.60 0.27 0.000
H 1.18 -0.76 -2.97 0.000
N 1.34 -0.42 1.60 -0.001
N -3.67 -1.90 2.90 0.000
H -2.45 0.25 -2.96 0.000
H -3.71 -3.40 4.34 0.000
C 1.95 4.03 -2.81 0.000
N 2.11 0.90 3.17 0.000
H -5.68 -2.17 2.32 0.000
C -3.39 -3.26 3.31 0.000
C 0.81 3.67 -0.69 0.000
Cl -3.63 -1.51 -0.68 0.000
H -2.68 2.00 -3.17 0.000
C -5.05 -1.46 2.90 0.000
N 2.22 -3.14 -0.55 0.000
C -2.43 1.21 -2.45 0.000
H 1.20 -2.21 2.80 0.000
Yb -1.41 -0.51 -0.14 1.005
H 0.42 2.98 0.06 0.000
H -0.05 -0.09 -4.02 0.000
C 0.01 0.73 -2.00 -0.002
H -5.11 -0.47 2.44 0.000
C -2.70 -1.15 2.34 -0.001
H -2.32 -3.46 3.21 0.000
O -1.58 -1.58 1.99 -0.002
H 4.12 -3.18 -1.47 0.000
```

## Properties
- energy relative to the best compared isomer or geometry (same formula, charge and spin) (eV) = 0.000
- gap between HOMO and LUMO (spin up / spin down) (eV) = 7.20 / 6.10
- 2S+1 = 2
- expectation value of S² = 0.7508
- E_HOMO (spin up / spin down) (eV) = -6.797 / -6.794
- LUMO (spin up / spin down) (eV) = 0.41 / -0.70

***

(2)
Density functional theory data (ωB97M-V with the def2-TZVPD basis set) for a structure of composition C26H19Br2Cl2FeNO5P.

Structure (XYZ):
```
57
Properties=species:S:1:pos:R:3:mulliken_spin:R:1
C -0.61 -0.42 5.11 -0.003
O 2.10 -3.74 -0.39 -0.011
C 2.40 2.81 0.18 0.001
C 0.81 -3.37 2.74 0.014
C -0.22 0.24 3.95 -0.001
C -3.21 3.71 0.45 0.011
P 0.47 -0.60 2.51 -0.020
C -1.15 0.30 6.16 0.000
H -0.12 2.13 2.93 0.005
C -2.09 1.14 0.04 -0.024
H 1.87 -3.20 2.85 0.003
C -0.51 -5.50 2.06 0.022
H -2.55 -3.83 -1.17 0.028
C -0.88 4.65 0.48 0.004
Br -4.01 5.41 0.72 0.001
O 2.24 -0.61 0.23 0.043
C 0.39 -4.76 2.65 -0.007
Fe 0.37 -0.07 0.13 3.790
C -0.58 -4.94 -1.76 0.773
Cl -1.52 -4.46 -3.13 0.065
C 1.19 -3.08 -0.59 0.039
C -0.04 -2.33 2.67 -0.017
H 2.51 0.49 2.86 0.000
N 0.08 2.08 0.12 0.080
H 1.17 5.21 0.48 -0.001
C -1.27 2.30 0.18 -0.006
C -3.46 1.34 0.15 0.019
C 0.45 4.41 0.40 -0.002
H 2.85 3.01 1.16 0.001
C 2.29 -0.56 2.65 0.012
C -0.92 2.34 4.91 -0.002
H -3.10 -3.94 0.65 0.045
C -0.39 1.62 3.85 0.012
H 2.60 1.77 -0.09 -0.001
O -1.54 -0.03 -0.16 0.041
C 2.95 -0.90 1.30 0.006
C -1.46 -2.54 2.57 0.009
C -1.81 3.59 0.37 -0.007
H 2.72 -1.15 3.45 0.000
O 4.06 -1.38 1.29 0.013
C 0.93 3.08 0.23 0.007
H 1.01 -5.55 3.11 0.001
C -1.30 1.67 6.07 0.003
H -0.27 -5.98 -1.87 0.029
Cl -2.06 -4.41 -0.09 0.045
O 0.26 -2.40 -0.79 -0.020
H -1.25 5.66 0.62 0.000
C -4.01 2.61 0.35 -0.005
H 2.88 3.47 -0.54 0.001
H -2.25 -1.74 2.00 0.000
Br -4.60 -0.16 0.05 0.002
H -1.46 -0.22 7.06 0.000
H -5.09 2.71 0.42 0.000
C -2.68 -2.82 2.59 0.004
H -1.05 3.41 4.83 0.000
H -0.50 -1.50 5.19 0.001
H -1.73 2.23 6.89 0.000
```

## Properties
- energy relative to the best compared isomer or geometry (same formula, charge and spin) (eV) = 14.399
- gap between HOMO and LUMO (spin up / spin down) (eV) = 6.01 / 6.62
- 2S+1 = 6
- expectation value of S² = 8.7703
- E_HOMO (spin up / spin down) (eV) = -6.832 / -7.489
- LUMO (spin up / spin down) (eV) = -0.83 / -0.87

***

(3)
Density functional theory data (ωB97M-V with the def2-TZVPD basis set) for a cluster of 3 separate species, C17H46N3O7P3 in total at a distorted geometry.

Structure (XYZ):
```
76
Properties=species:S:1:pos:R:3:lowdin_charge:R:1
H -2.14 -2.94 2.48 0.069
H -1.63 -4.98 2.11 0.078
H -1.19 3.11 -5.84 0.075
H -1.28 -6.23 3.33 0.088
H -3.86 0.99 -1.83 0.079
O -2.97 -5.07 3.70 -0.194
H 4.84 -0.52 0.43 0.069
O -1.13 0.70 -6.51 -0.201
N -0.24 4.18 -0.52 -0.002
O 2.28 0.74 0.56 -0.183
H -2.75 -4.53 5.65 0.121
H -2.65 -6.42 2.22 0.088
H 8.21 0.03 1.23 0.087
H -1.45 -0.08 -0.94 0.056
C -3.17 1.19 -1.02 -0.268
C -4.58 -2.79 1.35 -0.091
P -1.82 0.34 -3.25 0.635
C 5.44 -0.11 -1.46 -0.215
H -1.02 1.59 -1.28 0.031
H -5.29 -3.02 0.56 0.089
H -2.05 3.27 -2.24 0.079
H -2.39 1.51 -3.82 -0.099
C 2.43 0.16 -0.72 -0.251
H 0.24 4.38 -1.39 0.062
H 1.03 1.29 -3.14 -0.131
H -4.55 -1.01 3.20 0.113
H 2.92 -1.78 -0.01 0.120
C -3.84 -0.77 2.40 -0.228
C -2.08 -5.69 2.80 -0.115
O 6.83 1.11 0.11 -0.194
H 3.19 -1.57 -1.73 0.119
H -3.73 -3.46 1.24 0.074
H 5.49 -0.65 -2.41 0.125
H -0.13 3.20 -0.29 0.045
C -1.64 4.59 -0.58 -0.281
H 7.40 -0.70 -0.76 0.122
H 2.86 2.38 1.62 0.088
P 0.13 1.41 -5.86 0.127
O -4.20 -1.43 1.20 -0.194
C 6.84 0.21 -1.00 -0.217
N 4.73 -0.93 -0.49 -0.049
H -1.26 -4.43 4.71 0.122
P 0.26 0.40 -3.94 0.533
H 7.37 0.72 -1.81 0.122
H -3.73 -2.68 4.38 0.106
H 2.74 0.91 -1.46 0.096
H 3.72 2.18 0.08 0.090
H -3.97 0.30 2.19 0.113
C -2.34 -4.25 4.68 -0.218
C -2.39 -0.96 2.82 -0.196
C 7.24 0.54 1.33 -0.117
H 1.42 -0.16 -1.02 0.092
C -3.34 2.65 -0.56 -0.194
H 4.93 0.85 -1.65 0.107
C 3.31 -1.09 -0.75 -0.195
H -3.05 2.72 0.48 0.101
C -1.75 0.82 -1.46 -0.486
H -4.39 2.87 -0.62 0.102
H 4.10 1.14 1.48 0.073
H -1.30 1.10 -7.38 0.096
H -1.99 4.65 0.45 0.099
H -1.64 5.60 -0.96 0.102
H -2.29 -2.21 5.30 0.124
H -1.76 -0.69 1.96 0.114
H -3.45 0.54 -0.20 0.075
H -2.16 -0.26 3.62 0.120
O -0.27 2.94 -5.58 -0.190
N -1.97 -2.30 3.24 -0.048
H -3.33 4.36 -1.82 0.099
C -2.59 3.70 -1.40 -0.199
C 3.30 1.65 0.94 -0.095
C -2.64 -2.79 4.44 -0.217
H 7.35 1.35 2.05 0.088
H -5.07 -2.97 2.31 0.090
H 6.51 -0.17 1.72 0.078
O 1.34 1.30 -6.65 -0.311
```

## Properties
- SMILES = NCCCCC[PH]#[PH]P(=O)(O)O.COCCNCCOC.COCCNCCOC
- gap between HOMO and LUMO (eV) = 8.86
- E_HOMO (eV) = -8.663
- LUMO (eV) = 0.20

***

(4)
Density functional theory data (ωB97M-V with the def2-TZVPD basis set) for a structure of composition C3H2CoO3 at a distorted geometry.

Structure (XYZ):
```
9
Properties=species:S:1:pos:R:3:mulliken_spin:R:1
C 0.52 0.40 0.36 0.057
O 1.41 -0.22 -0.64 0.000
H -1.03 0.04 -1.02 0.001
Co -3.39 1.30 0.77 3.980
O 2.12 -2.44 -0.67 0.000
C -0.77 0.48 -0.05 0.007
O -1.68 1.03 0.67 -0.045
C 1.79 -1.35 -0.64 0.001
H 1.05 0.76 1.23 -0.001
```

## Properties
- energy relative to the best compared isomer or geometry (same formula, charge and spin) (eV) = 3.564
- charge = +1
- gap between HOMO and LUMO (spin up / spin down) (eV) = 6.45 / 9.03
- 2S+1 = 5
- expectation value of S² = 6.0065
- E_HOMO (spin up / spin down) (eV) = -11.034 / -14.410
- LUMO (spin up / spin down) (eV) = -4.58 / -5.38

***

(5)
Density functional theory data (ωB97M-V with the def2-TZVPD basis set) for a structure of composition C21H14Cl2F6N3O6S3Sr at a distorted geometry.

Structure (XYZ):
```
56
Properties=species:S:1:pos:R:3:nbo_charge:R:1
C -0.67 3.16 -0.40 0.048
C 0.50 -4.53 -3.41 -0.113
H 5.04 -3.61 2.89 0.220
F 1.33 -1.66 4.53 -0.305
H -0.73 -4.72 -0.96 0.241
C -2.01 1.33 -0.94 0.056
F 3.36 -1.18 3.94 -0.316
H 0.35 3.52 -0.28 0.192
C 0.33 -4.47 -0.92 -0.549
C 2.57 -6.35 -3.38 -0.227
Sr 0.76 -0.22 -0.06 1.810
H 4.95 -2.67 0.59 0.226
C 4.93 1.70 1.18 0.742
S 3.18 1.12 1.09 2.214
H 0.72 -4.97 -0.02 0.235
C 2.05 -5.94 -4.59 -0.222
N 2.79 1.32 2.59 -1.227
H -4.13 1.69 -0.84 0.217
C -1.74 4.00 -0.18 -0.337
O 3.24 -0.26 0.66 -0.987
O 2.47 1.95 0.14 -0.949
S -2.13 -0.32 -1.39 -0.447
C 0.42 -2.96 -0.66 0.784
H 2.55 -7.30 -0.77 0.406
C 4.51 -3.63 0.81 -0.150
C -3.02 3.45 -0.35 -0.168
C 2.06 -5.85 -2.18 0.139
F 4.97 2.98 1.53 -0.301
C 4.02 -5.41 2.33 -0.220
C -3.16 2.14 -0.72 -0.281
H -1.58 5.02 0.12 0.206
H 3.41 -7.04 -3.34 0.208
F 5.61 0.98 2.06 -0.300
O 0.90 -2.22 -1.56 -0.811
C 3.39 -6.08 1.30 -0.057
C 3.91 -4.33 -0.22 -0.089
O -0.02 -2.56 0.44 -0.801
H -0.31 -3.80 -3.42 0.220
H 0.61 -4.65 -5.54 0.207
N 2.62 -6.32 -0.96 -0.619
O 0.45 0.52 2.32 -0.999
F 5.48 1.56 -0.02 -0.306
S 1.55 0.62 3.26 2.265
N -0.78 1.88 -0.78 -0.615
F 1.92 -1.86 2.46 -0.299
H 4.05 -5.86 3.31 0.224
H -3.90 4.06 -0.18 0.200
C 0.99 -4.96 -2.18 -0.026
Cl 4.04 -3.63 -1.80 0.024
C 2.08 -1.13 3.56 0.720
O 1.31 1.10 4.58 -0.895
H 2.45 -6.32 -5.52 0.204
Cl 2.70 -7.65 1.64 -0.027
C 4.57 -4.16 2.09 -0.255
C 3.29 -5.58 -0.01 0.126
C 1.01 -5.01 -4.60 -0.239
```

## Properties
- energy relative to the best compared isomer or geometry (same formula, charge and spin) (eV) = 0.831
- charge = -1
- gap between HOMO and LUMO (eV) = 6.72
- E_HOMO (eV) = -4.334
- LUMO (eV) = 2.39